No. 1
{"formula": "CHNO3", "method": "wB97M-V/def2-TZVPD", "e_above_lowest_kj_mol": 35.07, "gap_ev": 9.08, "largest_force_ev_per_a": 4.3, "elements": ["O", "C", "O", "N", "O", "H"], "positions_angstrom": [[-0.61932, 1.26380, 0.63001], [0.16654, 1.37657, -0.21401], [0.83933, 1.46672, -1.10403], [-0.04542, -1.30815, -0.18612], [0.49902, -2.09291, 0.54241], [-0.84015, -0.70603, 0.33173]], "mulliken_charge": [-0.4493, 0.7259, -0.2773, -0.0076, -0.2552, 0.2635]}

No. 2
{"formula": "CHNO3", "method": "wB97M-V/def2-TZVPD", "e_above_lowest_kj_mol": 160.09, "gap_ev": [9.23, 9.21], "largest_force_ev_per_a": 4.3, "elements": ["C", "N", "O", "O", "O", "H"], "positions_angstrom": [[1.89273, -0.29517, -0.23741], [-1.82885, 0.80475, -0.65965], [1.37341, -1.33766, -0.36915], [2.38152, 0.69902, -0.01925], [-1.48875, 0.29449, 0.41788], [-2.33005, -0.16542, 0.86759]], "mulliken_charge": [0.7035, -0.1367, -0.3997, -0.3115, -0.2056, 0.3501]}

No. 3
{"formula": "CHNO3S2", "method": "wB97M-V/def2-TZVPD", "charge": -2, "e_above_lowest_kj_mol": 7.49, "multiplicity": 3, "gap_ev": [5.90, 6.13], "largest_force_ev_per_a": 3.1, "elements": ["C", "N", "O", "O", "O", "S", "S", "H"], "positions_angstrom": [[0.60662, 0.03538, -0.42585], [1.01326, 0.81455, 0.50210], [2.63292, 2.09580, 1.80692], [0.97787, -1.05418, -0.82016], [2.27133, -0.34935, 2.31959], [4.96340, -0.09933, -0.08859], [2.47579, 0.70885, 1.31522], [-0.56902, 0.44355, -0.89334]], "mulliken_charge": [-0.0655, -0.3479, -0.6111, -0.6115, -0.5939, -0.7035, 0.7277, 0.2056]}

No. 4
{"formula": "CHNO3S2", "method": "wB97M-V/def2-TZVPD", "e_above_lowest_kj_mol": 268.53, "gap_ev": 8.46, "largest_force_ev_per_a": 4.2, "elements": ["C", "N", "O", "O", "O", "S", "S", "H"], "positions_angstrom": [[0.93769, -0.80877, -0.14372], [-1.58037, 0.63820, -0.11107], [-2.75166, 0.41956, -0.09435], [-1.06744, 1.72666, -0.24662], [-0.93362, -0.47169, -0.00971], [1.21341, -2.30759, -0.20430], [1.60094, 0.67490, 0.12966], [2.58105, 0.12873, 0.68011]], "mulliken_charge": [0.5997, 1.1189, -0.5814, -0.6087, -0.4650, -0.1703, -0.0414, 0.1483]}

No. 5
{"formula": "CHNOS", "method": "wB97M-V/def2-TZVPD", "e_above_lowest_kj_mol": 445.77, "multiplicity": 3, "gap_ev": [6.99, 6.92], "largest_force_ev_per_a": 10.3, "elements": ["C", "N", "O", "S", "H"], "positions_angstrom": [[0.81213, 0.11592, 1.38517], [0.22974, -0.50638, 0.36596], [2.12283, 0.64475, 1.94989], [-0.59110, -0.59858, 1.99843], [-0.22983, 0.00930, -0.38141]], "mulliken_charge": [0.4512, -0.2873, -0.4818, 0.0102, 0.3077]}

No. 6
{"formula": "CHNOS2", "method": "wB97M-V/def2-TZVPD", "e_above_lowest_kj_mol": 65.12, "gap_ev": [7.18, 7.18], "largest_force_ev_per_a": 3.6, "elements": ["C", "N", "O", "S", "S", "H"], "positions_angstrom": [[0.93496, 0.20732, -0.01189], [0.04668, -0.17178, 0.94121], [0.63296, 0.71330, -1.07323], [-1.48756, 0.02129, 0.78265], [-2.21009, -0.64273, -0.90032], [2.08306, -0.12740, 0.26157]], "mulliken_charge": [0.2433, -0.2673, -0.4726, 0.3011, -0.0718, 0.2674]}

No. 7
{"formula": "CHNP2S2", "method": "wB97M-V/def2-TZVPD", "e_above_lowest_kj_mol": 73.85, "multiplicity": 3, "gap_ev": [6.47, 6.34], "largest_force_ev_per_a": 2.4, "elements": ["C", "N", "P", "P", "S", "S", "H"], "positions_angstrom": [[0.32630, -1.41082, 0.35793], [0.24040, -0.25404, 0.63255], [0.42668, -3.36847, 2.11304], [0.35979, -2.61160, -1.05606], [-0.21155, -4.26621, 0.44779], [-1.22052, -2.07621, -2.07619], [0.04575, 0.63420, 0.20789]], "mulliken_charge": [0.1449, -0.2594, 0.0744, 0.1991, -0.1417, -0.3197, 0.3024]}

No. 8
{"formula": "CHNiO2", "method": "wB97M-V/def2-TZVPD", "e_above_lowest_kj_mol": 0.00, "multiplicity": 4, "gap_ev": [7.59, 9.65], "largest_force_ev_per_a": 6.5, "elements": ["H", "O", "C", "O", "Ni"], "positions_angstrom": [[-1.28949, -0.80337, -0.22199], [0.49864, -0.91077, 0.02494], [-0.48688, -0.14339, 0.27571], [-0.36404, 1.08158, 0.01028], [1.64178, 0.77595, -0.08894]], "mulliken_charge": [0.3113, -0.5195, 0.5008, -0.5553, 0.2627]}